The molecule C14H19Cl2NO3 at a distorted geometry. Source: the OMol25 dataset; level of theory: ωB97M-V/def2-TZVPD.

```
39
Properties=species:S:1:pos:R:3
C 3.86672 1.65297 1.34631
H 3.27564 2.22047 1.86562
H 4.86069 2.34003 1.03699
H 4.17228 0.73463 1.78716
C 3.18120 1.07419 -0.21186
N 1.93984 0.30793 0.26223
C 1.90678 -0.98279 0.86935
O 2.97489 -1.48886 0.81774
C 0.54309 -1.39110 0.80084
H -0.01731 -0.69113 1.29868
H 0.58972 -2.05209 1.61316
C -0.07295 -1.79282 -0.55094
H 0.29785 -1.34593 -1.34073
C -1.46651 -1.92930 -0.35352
H -1.88030 -2.46040 -1.45446
H -1.86044 -2.69089 0.57264
O -1.95541 -0.86811 -0.15817
C -3.36028 -0.55669 -0.03858
C -4.19870 -1.37834 -0.27043
C -5.67479 -1.11170 0.01383
C -6.06959 0.15338 -0.00272
C -5.18590 1.25580 0.33656
C -3.73962 0.93811 0.13407
Cl -2.59014 2.09659 0.36660
H -5.36074 2.35789 0.08991
Cl -7.61060 0.59072 0.20437
H -6.38318 -2.11625 -0.17566
H -3.98980 -2.35466 -0.38808
H 0.38990 -2.88417 -0.61306
H 1.13101 0.80012 0.16166
C 2.63415 2.59547 -0.83879
H 3.39714 3.16573 -1.09337
H 2.22202 2.24459 -1.72683
H 1.83904 2.85404 -0.21264
C 4.13841 0.45401 -0.97272
O 5.11644 -0.10195 -0.27548
H 4.58047 -0.93255 0.04606
H 3.60007 -0.02153 -1.46939
H 4.75893 1.31460 -1.47634
```

Its relative energy (zero: lowest compared OMol25 entry of this formula, charge and spin) is 13.498 eV. The highest occupied orbital energy is -8.85 eV. Its LUMO energy is -0.197 eV. As for the SMILES: CC(C)(CO)NC(=O)CCCOc1ccc(Cl)cc1Cl. Its energy is -47491.1703 eV.